(1)
{"formula": "C2FN3OS", "method": "wB97M-V/def2-TZVPD", "elements": ["C", "C", "N", "N", "N", "O", "F", "S"], "coordinates": [[0.147, 1.109, -0.138], [-0.476, -1.059, -0.366], [0.734, 1.049, 1.049], [0.881, -0.347, 1.433], [0.374, -1.289, 0.760], [-0.387, 0.284, -0.937], [0.257, 2.289, -0.665], [-1.531, -2.035, -1.136]], "forces_ev_per_a": [[2.719, 2.561, 2.738], [-0.780, -0.055, -0.763], [-1.454, -3.113, -1.636], [-0.431, 0.746, -0.917], [-0.551, 0.684, -0.298], [-0.290, -2.166, 0.425], [-0.556, 0.714, -0.741], [1.342, 0.630, 1.193]], "nbo_charge": [0.890, 0.204, -0.384, 0.097, -0.239, -0.435, -0.265, 0.131], "energy_ha": -813.6594, "relative_energy_kj_mol": 47.23, "e_lumo_ev": -1.97, "smiles": "Fc1nnnc(=S)o1", "multiplicity": 1, "max_force_ev_per_a": 4.63, "e_homo_ev": -10.3}

***

(2)
{"formula": "C4H14N2O", "method": "wB97M-V/def2-TZVPD", "elements": ["C", "C", "C", "C", "N", "N", "H", "H", "H", "H", "H", "H", "H", "H", "H", "H", "H", "H", "H", "H", "O"], "coordinates": [[0.045, -0.197, -2.081], [-1.361, -0.306, -1.510], [-1.531, -0.179, 0.020], [-0.345, -0.552, 0.906], [-0.636, -1.033, 2.241], [0.885, 0.918, -1.593], [0.700, -1.054, -1.952], [-0.047, 0.006, -3.152], [-1.982, 0.426, -2.017], [-1.749, -1.255, -1.775], [-2.433, -0.699, 0.296], [-1.813, 0.857, 0.247], [0.263, -1.298, 0.393], [0.274, 0.283, 1.029], [-1.053, -1.955, 2.227], [-1.253, -0.429, 2.766], [0.404, 1.806, -1.497], [1.260, 0.733, -0.672], [2.088, 0.827, 2.345], [3.067, 0.591, 1.153], [2.425, 1.187, 1.528]], "forces_ev_per_a": [[0.774, 1.522, -0.133], [0.538, 0.217, 0.747], [-0.218, 1.262, -0.264], [-0.782, -1.097, -0.428], [0.030, -0.525, 0.378], [0.042, 0.103, 0.299], [-0.409, -0.466, -0.019], [-0.044, -0.491, -0.044], [-0.168, 0.200, 0.042], [-0.417, -1.118, -0.558], [-0.251, -0.706, 0.246], [0.241, 0.050, 0.011], [0.040, -0.205, 0.124], [0.873, 1.256, 0.000], [-0.065, 0.048, 0.002], [-0.056, 0.147, -0.126], [-0.211, -0.131, -0.257], [-0.001, -0.058, -0.036], [0.081, -0.459, 0.272], [0.254, -0.430, 0.148], [-0.253, 0.878, -0.406]], "nbo_charge": [-0.222, -0.416, -0.421, -0.230, -0.839, -0.846, 0.188, 0.192, 0.201, 0.201, 0.202, 0.192, 0.178, 0.200, 0.352, 0.353, 0.349, 0.358, 0.480, 0.476, -0.951], "energy_ha": -345.5271, "relative_energy_kj_mol": 128.74, "e_lumo_ev": 0.88, "smiles": "NCCCCN.O", "multiplicity": 1, "max_force_ev_per_a": 1.71, "e_homo_ev": -8.9}

***

(3)
{"formula": "C3H3N2", "method": "wB97M-V/def2-TZVPD", "elements": ["C", "C", "C", "N", "N", "H", "H", "H"], "coordinates": [[1.527, 0.116, -0.104], [1.006, -1.157, -0.053], [-0.945, 0.149, -0.029], [0.799, 1.124, 0.024], [-0.344, -0.984, -0.033], [-1.968, 0.447, 0.083], [0.800, 2.090, 0.082], [-0.875, -1.786, 0.030]], "forces_ev_per_a": [[-0.785, 0.708, 0.263], [1.218, 0.593, 0.039], [2.888, 1.983, -0.154], [-1.887, -4.216, -0.432], [0.377, 1.043, -0.181], [-0.430, 0.011, 0.248], [0.338, 2.306, 0.113], [-1.719, -2.426, 0.103]], "nbo_charge": [0.372, 0.140, 0.331, -0.483, -0.539, 0.259, 0.455, 0.464], "energy_ha": -225.0525, "relative_energy_kj_mol": 539.03, "e_lumo_ev": [-7.96, -7.77], "multiplicity": 1, "total_charge": 1, "max_force_ev_per_a": 4.64, "e_homo_ev": [-15.0, -15.1]}

***

(4)
{"formula": "C5H9NS", "method": "wB97M-V/def2-TZVPD", "elements": ["C", "C", "C", "C", "C", "N", "S", "H", "H", "H", "H", "H", "H", "H", "H", "H"], "coordinates": [[-1.497, 2.631, 0.298], [-1.598, 1.316, 0.054], [0.303, -1.453, -0.428], [-0.956, -0.999, 0.526], [1.688, -0.967, -0.091], [-1.726, 0.149, 0.066], [2.169, 0.791, 0.123], [-2.090, 3.108, 0.995], [-1.272, 3.284, -0.524], [1.831, 1.118, -1.233], [0.510, -2.494, -0.278], [0.139, -1.135, -1.543], [-1.601, -1.780, 0.890], [-0.483, -0.728, 1.463], [2.235, -1.540, 0.670], [2.347, -1.301, -0.989]], "forces_ev_per_a": [[0.414, -1.441, -2.467], [0.611, 3.502, 1.686], [-1.792, 1.782, -0.621], [2.408, 0.675, -0.083], [2.960, -0.055, -1.562], [-0.388, -3.470, -0.959], [-1.111, -0.013, -1.882], [-1.060, 0.404, 1.806], [0.552, 0.027, -0.331], [0.495, -0.224, 1.895], [-0.891, -0.980, -0.575], [-0.226, -0.991, 2.073], [-0.464, -0.555, -0.976], [0.395, 0.481, 0.309], [-0.722, 0.341, 0.499], [-1.180, 0.516, 1.186]], "nbo_charge": [-0.715, 0.487, -0.415, -0.232, -0.532, -0.430, -0.043, 0.232, 0.227, 0.128, 0.224, 0.217, 0.213, 0.194, 0.223, 0.221], "energy_ha": -648.7459, "relative_energy_kj_mol": 281.62, "e_lumo_ev": 0.73, "smiles": "C=C=NCCCS", "multiplicity": 1, "max_force_ev_per_a": 3.93, "e_homo_ev": -8.2}

***

(5)
{"formula": "C21H36BrDyGeNO7P2", "method": "wB97M-V/def2-TZVPD", "elements": ["Dy", "C", "C", "C", "C", "C", "C", "C", "C", "C", "C", "H", "H", "H", "H", "H", "H", "H", "H", "H", "H", "H", "H", "H", "H", "H", "C", "C", "O", "P", "O", "O", "O", "P", "O", "O", "O", "H", "H", "H", "H", "H", "H", "H", "C", "Ge", "C", "C", "C", "H", "H", "H", "H", "H", "H", "H", "H", "H", "H", "Br", "C", "C", "C", "N", "C", "C", "H", "H", "H", "H"], "coordinates": [[0.274, -0.002, 0.222], [1.708, -0.962, 2.322], [0.630, -0.254, 2.921], [0.844, 1.136, 2.705], [2.023, 1.284, 1.928], [2.570, -0.009, 1.710], [3.974, -0.309, 1.254], [2.644, 2.605, 1.541], [0.207, 2.227, 3.531], [-0.451, -0.811, 3.819], [2.048, -2.422, 2.493], [4.045, -1.313, 0.844], [4.660, -0.244, 2.103], [4.314, 0.390, 0.494], [2.947, 3.180, 2.421], [1.939, 3.215, 0.970], [3.528, 2.451, 0.925], [-0.785, 2.509, 3.185], [0.836, 3.117, 3.520], [0.111, 1.885, 4.565], [-1.445, -0.528, 3.466], [-0.344, -0.431, 4.840], [-0.408, -1.899, 3.859], [2.221, -2.914, 1.535], [1.247, -2.957, 2.998], [2.955, -2.520, 3.094], [-4.444, 2.535, -0.741], [-3.163, 1.732, -0.821], [-2.896, 1.342, -2.145], [-3.227, 0.241, 0.287], [-4.291, -0.779, -0.278], [-3.923, 0.686, 1.640], [-1.893, -0.370, 0.512], [-1.695, 2.524, -0.059], [-1.849, 4.061, -0.572], [-1.860, 2.419, 1.417], [-0.472, 1.926, -0.697], [-5.256, 1.948, -1.169], [-4.324, 3.466, -1.294], [-4.674, 2.767, 0.296], [-1.946, 1.466, -2.305], [-3.856, -1.394, -0.883], [-3.306, 1.324, 2.040], [-1.184, 4.618, -0.172], [-2.536, -1.786, -2.976], [-1.303, -2.856, -1.743], [-1.151, -4.541, -2.881], [-2.566, -3.521, -0.308], [0.294, -2.017, -1.090], [-3.435, -2.342, -3.228], [-2.015, -1.565, -3.905], [-2.826, -0.831, -2.550], [-2.143, -4.888, -3.156], [-0.654, -5.344, -2.345], [-0.598, -4.362, -3.798], [-3.576, -3.672, -0.685], [-2.605, -2.838, 0.536], [-2.217, -4.478, 0.071], [1.112, -2.350, -1.746], [5.692, 1.679, -4.501], [4.290, 1.217, -3.299], [4.236, -0.056, -2.710], [3.212, -0.329, -1.843], [2.226, 0.547, -1.496], [2.306, 1.765, -2.102], [3.283, 2.136, -2.989], [4.994, -0.794, -2.930], [3.146, -1.302, -1.376], [1.522, 2.468, -1.850], [3.284, 3.124, -3.427]], "forces_ev_per_a": [[1.697, -2.627, -0.722], [0.108, 0.141, 0.131], [0.243, 0.072, 0.091], [0.387, -0.069, 0.283], [-0.133, -0.013, 0.292], [-0.170, -0.073, 0.241], [-0.430, 0.102, 0.010], [-0.217, -0.361, 0.076], [-0.188, -0.229, -0.335], [0.194, 0.140, -0.327], [-0.075, 0.307, -0.234], [0.068, -0.159, -0.061], [0.080, -0.025, -0.012], [0.106, 0.072, -0.066], [0.010, 0.032, -0.008], [0.041, 0.114, -0.018], [0.083, 0.028, -0.083], [0.084, 0.045, 0.072], [0.010, 0.085, 0.045], [0.087, 0.045, 0.071], [-0.035, -0.046, 0.044], [0.005, -0.012, -0.002], [-0.047, -0.017, -0.006], [-0.079, -0.029, -0.028], [-0.043, -0.069, -0.009], [0.049, -0.055, 0.099], [0.032, 0.024, 0.081], [0.615, -0.337, 0.579], [0.052, 0.219, -0.335], [-0.924, -0.212, 0.408], [0.003, 0.515, 0.150], [-0.206, -0.249, -0.382], [-0.515, -0.070, -0.073], [-0.875, 1.472, 0.084], [-0.200, -0.623, -0.098], [-0.122, 0.178, -0.089], [0.082, 0.476, -0.470], [-0.054, 0.038, -0.016], [-0.020, -0.036, -0.065], [-0.093, 0.055, 0.013], [-0.088, -0.316, -0.042], [0.082, -0.442, -0.318], [0.201, 0.341, 0.163], [0.303, 0.317, 0.195], [0.265, -0.352, 0.492], [0.221, -0.282, -0.083], [0.095, 0.534, 0.362], [0.200, 0.285, -0.271], [-0.499, 1.026, 0.281], [-0.257, -0.200, -0.050], [0.186, 0.018, -0.088], [-0.024, 0.158, -0.041], [-0.281, -0.027, -0.032], [0.130, -0.098, 0.186], [0.142, 0.123, -0.172], [-0.249, -0.056, -0.098], [0.021, 0.095, 0.149], [0.160, -0.148, -0.021], [0.051, 0.022, -0.030], [-0.262, -0.093, 0.228], [-0.681, -0.310, 0.511], [0.636, 1.057, -0.851], [-1.504, 0.328, 0.901], [1.263, 0.713, -1.174], [-0.654, -1.115, 1.015], [1.211, -0.279, -0.672], [-0.050, -0.054, 0.031], [-0.135, -0.041, 0.019], [-0.063, -0.068, 0.081], [-0.038, 0.017, 0.000]], "mulliken_charge": [0.147, 0.360, 0.429, 1.634, 0.301, 1.128, -1.789, -1.934, -1.628, -1.659, -1.828, 0.369, 0.347, 0.397, 0.427, 0.173, 0.324, 0.170, 0.403, 0.337, 0.142, 0.360, 0.373, 0.251, 0.384, 0.314, -1.754, 1.116, -0.603, 0.312, -0.720, -0.619, 0.417, 0.383, -0.582, -0.914, -0.246, 0.453, 0.377, 0.336, 0.348, 0.219, 0.411, 0.396, -1.125, 0.641, -1.400, -1.285, -0.016, 0.296, 0.386, 0.231, 0.351, 0.363, 0.377, 0.322, 0.251, 0.464, -0.039, -0.182, 0.150, -0.905, -0.424, 0.579, -0.268, -0.926, 0.453, 0.587, 0.416, 0.441], "energy_ha": -7622.2096, "s2": 9.34, "e_lumo_ev": [2.14, 2.14], "multiplicity": 6, "total_charge": -1, "max_force_ev_per_a": 3.21, "e_homo_ev": [-2.0, -2.1]}

***

(6)
{"formula": "C2H6N2O3", "method": "wB97M-V/def2-TZVPD", "elements": ["C", "C", "N", "N", "O", "O", "O", "H", "H", "H", "H", "H", "H"], "coordinates": [[-1.437, 1.779, -0.675], [-0.533, 0.486, -0.615], [0.625, 0.397, -1.074], [0.476, -1.485, 1.946], [1.674, -2.136, 1.495], [0.598, -1.309, 3.082], [1.225, -0.903, -0.820], [-0.872, 2.684, -0.989], [-2.085, 1.688, -1.521], [-2.166, 1.799, 0.122], [1.626, -1.917, 0.494], [-1.044, -0.303, 0.021], [1.910, -0.780, -1.466]], "forces_ev_per_a": [[1.800, -0.993, -1.552], [-2.837, 0.754, 2.022], [0.222, -0.251, -0.004], [1.896, -0.727, -0.336], [-0.994, 0.785, -2.187], [-0.959, 0.387, 1.152], [-0.888, 1.261, -0.679], [-0.242, -0.404, 1.166], [-0.496, -0.570, -0.901], [0.561, 0.457, 0.738], [0.040, -0.554, 1.929], [0.994, 0.429, -1.028], [0.902, -0.574, -0.319]], "nbo_charge": [-0.668, 0.084, -0.158, 0.348, -0.602, -0.264, -0.614, 0.239, 0.230, 0.234, 0.490, 0.190, 0.490], "energy_ha": -414.8613, "relative_energy_kj_mol": 615.25, "e_lumo_ev": 0.66, "smiles": "C/C=N/O.O=NO", "multiplicity": 1, "max_force_ev_per_a": 3.56, "e_homo_ev": -10.2}